[1]
Formula: C23H33N3O4
Source: the OMol25 dataset
Level of theory: the ωB97M-V functional and the def2-TZVPD basis

Properties
gap between HOMO and LUMO	0.3275	Ha
electronic energy	-1361.5174	a.u.
HOMO energy	-8.121	eV
SMILES	CC[C@H](C)[C@H](NC(=O)[C@H]1CC(=O)N(c2ccc(OC)cc2)C1)C(=O)N1CCCCC1

Element x y z (Å)
C1 2.652 2.535 0.248
H1 2.537 2.713 -0.817
H2 3.039 3.445 0.701
C2 1.326 2.149 0.895
H3 0.590 2.935 0.716
H4 1.486 2.072 1.973
C3 0.769 0.816 0.386
C4 0.291 0.914 -1.062
H5 0.086 -0.070 -1.476
H6 1.057 1.372 -1.681
H7 -0.614 1.513 -1.126
H8 1.568 0.066 0.438
C5 -0.362 0.326 1.326
N1 -0.933 -0.903 0.819
C6 -0.965 -2.033 1.545
O1 -0.480 -2.126 2.657
C7 -1.530 -3.260 0.825
C8 -0.398 -3.823 -0.050
N2 -0.572 -3.129 -1.311
C9 -1.839 -2.661 -1.482
O2 -2.264 -2.086 -2.456
C10 -2.616 -2.972 -0.206
H9 -3.228 -3.859 -0.384
H10 -3.284 -2.153 0.058
C11 0.476 -2.927 -2.230
C12 0.243 -3.040 -3.594
C13 1.254 -2.802 -4.508
C14 2.526 -2.452 -4.068
C15 2.759 -2.338 -2.697
C16 1.749 -2.567 -1.790
H11 1.951 -2.450 -0.736
H12 3.746 -2.058 -2.366
O3 3.594 -2.201 -4.875
C17 3.417 -2.287 -6.268
H13 4.385 -2.042 -6.703
H14 2.670 -1.571 -6.623
H15 3.129 -3.297 -6.575
H16 1.034 -2.895 -5.559
H17 -0.742 -3.300 -3.946
H18 -0.517 -4.904 -0.203
H19 0.586 -3.645 0.384
H20 -1.835 -3.974 1.591
H21 -1.468 -0.796 -0.029
C18 -1.509 1.338 1.421
O4 -2.297 1.420 0.491
N3 -1.651 2.093 2.529
C19 -0.882 2.072 3.753
H22 -0.074 1.346 3.699
C20 -0.316 3.462 4.056
C21 -1.445 4.486 4.133
C22 -2.252 4.445 2.840
C23 -2.762 3.028 2.592
H23 -3.301 2.965 1.645
H24 -3.433 2.727 3.405
H25 -3.100 5.129 2.895
H26 -1.622 4.751 2.003
H27 -1.037 5.484 4.295
H28 -2.097 4.248 4.977
H29 0.233 3.426 4.998
H30 0.379 3.750 3.266
H31 -1.551 1.772 4.571
H32 0.058 0.075 2.302
H33 3.386 1.744 0.387


[2]
Formula: C23H33N3O4S
Source: the OMol25 dataset
Level of theory: the ωB97M-V functional and the def2-TZVPD basis

Properties
gap between HOMO and LUMO	0.3459	Ha
electronic energy	-1759.6377	a.u.
HOMO energy	-8.793	eV
SMILES	Cc1noc(C)c1S(=O)(=O)N(CC(=O)N[C@H]1CC[C@@H](C)CC1)c1ccc(C(C)C)cc1

Element x y z (Å)
C1 -0.989 -2.729 3.214
C2 -2.164 -2.684 2.319
N1 -3.352 -3.110 2.646
O1 -4.172 -2.912 1.580
C3 -3.484 -2.356 0.576
C4 -2.188 -2.178 0.986
S1 -0.781 -1.549 0.132
O2 0.273 -2.507 0.226
O3 -1.203 -1.139 -1.189
N2 -0.423 -0.233 1.078
C5 0.919 0.168 1.272
C6 1.277 0.847 2.431
C7 2.585 1.249 2.619
C8 3.567 0.980 1.674
C9 3.196 0.294 0.524
C10 1.888 -0.100 0.316
H1 1.615 -0.625 -0.585
H2 3.931 0.072 -0.235
C11 4.989 1.432 1.893
C12 5.416 2.421 0.806
H3 5.419 1.944 -0.171
H4 6.417 2.794 1.009
H5 4.730 3.265 0.773
C13 5.940 0.234 1.942
H6 5.950 -0.291 0.991
H7 6.952 0.566 2.162
H8 5.629 -0.465 2.716
H9 5.038 1.946 2.859
H10 2.845 1.783 3.521
H11 0.532 1.071 3.179
C14 -1.450 0.790 1.136
H12 -2.375 0.347 0.761
C15 -1.075 2.015 0.279
O4 -1.004 3.132 0.749
N3 -0.838 1.693 -0.996
H13 -0.939 0.728 -1.288
C16 -0.364 2.633 -1.991
C17 -1.342 2.707 -3.167
C18 -1.359 1.406 -3.966
C19 0.038 1.058 -4.480
C20 0.010 -0.242 -5.277
H14 -0.324 -1.061 -4.643
H15 1.001 -0.482 -5.655
H16 -0.670 -0.161 -6.122
C21 0.995 0.941 -3.294
C22 1.032 2.232 -2.479
H17 1.692 2.114 -1.617
H18 1.425 3.041 -3.099
H19 2.002 0.713 -3.652
H20 0.672 0.108 -2.666
H21 0.384 1.868 -5.134
H22 -1.720 0.587 -3.341
H23 -2.048 1.509 -4.808
H24 -1.037 3.529 -3.818
H25 -2.342 2.930 -2.789
H26 -0.315 3.604 -1.485
H27 -1.606 1.120 2.167
C23 -4.166 -2.045 -0.698
H28 -4.933 -1.288 -0.539
H29 -3.432 -1.684 -1.413
H30 -4.654 -2.938 -1.085
H31 -1.206 -3.348 4.079
H32 -0.136 -3.121 2.665
H33 -0.738 -1.722 3.544


[3]
Formula: C23H33N3O5
Source: the OMol25 dataset
Level of theory: the ωB97M-V functional and the def2-TZVPD basis

Properties
gap between HOMO and LUMO	0.3548	Ha
electronic energy	-1436.7915	a.u.
HOMO energy	-9.133	eV
SMILES	C[C@@H](NC(=O)[C@@H]1Cc2ccccc2CN1C(=O)OC(C)(C)C)C(=O)NC[C@@H]1CCCO1

Element x y z (Å)
C1 0.130 -3.958 0.435
C2 0.777 -2.653 0.006
N1 -0.241 -1.636 -0.202
C3 -0.051 -0.544 -0.956
O1 0.954 -0.357 -1.622
C4 -1.215 0.454 -0.920
N2 -1.795 0.507 0.403
C5 -3.116 0.321 0.670
O2 -3.580 0.453 1.779
O3 -3.790 -0.050 -0.432
C6 -5.212 -0.325 -0.361
C7 -5.973 0.921 0.089
H1 -5.740 1.759 -0.564
H2 -7.042 0.730 0.049
H3 -5.698 1.181 1.108
C8 -5.477 -1.501 0.577
H4 -5.190 -1.243 1.593
H5 -4.906 -2.372 0.259
H6 -6.534 -1.749 0.562
C9 -5.586 -0.690 -1.798
H7 -6.644 -0.923 -1.857
H8 -5.368 0.141 -2.464
H9 -5.014 -1.555 -2.126
C10 -0.930 0.953 1.481
C11 0.168 1.876 1.033
C12 0.277 2.316 -0.282
C13 1.315 3.171 -0.631
C14 2.232 3.594 0.312
C15 2.128 3.151 1.620
C16 1.103 2.294 1.974
H10 1.016 1.943 2.992
H11 2.844 3.471 2.362
H12 3.030 4.263 0.027
H13 1.399 3.504 -1.655
C17 -0.712 1.846 -1.309
H14 -0.240 1.802 -2.291
H15 -1.561 2.533 -1.360
H16 -1.567 1.455 2.217
H17 -0.479 0.086 1.988
H18 -1.982 0.114 -1.622
H19 -1.071 -1.701 0.368
H20 1.315 -2.773 -0.942
C18 1.777 -2.149 1.077
O4 1.851 -2.631 2.187
N3 2.500 -1.108 0.642
H21 2.341 -0.758 -0.296
C19 3.532 -0.477 1.427
H22 3.161 0.452 1.878
H23 3.802 -1.178 2.220
C20 4.759 -0.151 0.563
C21 4.471 0.924 -0.504
H24 4.869 1.893 -0.212
C22 5.139 0.364 -1.760
H25 4.640 0.670 -2.676
C23 5.031 -1.139 -1.512
H26 5.797 -1.725 -2.022
H27 4.040 -1.508 -1.813
O5 5.224 -1.306 -0.122
H28 6.187 0.661 -1.802
H29 3.397 1.031 -0.663
H30 5.565 0.169 1.237
H31 -0.616 -4.274 -0.290
H32 -0.335 -3.837 1.411
H33 0.890 -4.729 0.522


[4]
Formula: C23H33NOP2ReSi
Source: the OMol25 dataset
Level of theory: the ωB97M-V functional and the def2-TZVPD basis

Properties
gap between HOMO and LUMO (alpha / beta)	0.2410 / 0.1751	Ha
electronic energy	-2076.1038	a.u.
total charge	+2
HOMO energy (alpha / beta)	-13.888 / -14.550	eV
multiplicity	4

Element x y z (Å)
C1 3.547 -1.533 -2.503
C2 2.881 -0.570 -1.762
C3 1.935 0.287 -2.431
C4 1.660 0.097 -3.842
C5 2.383 -0.909 -4.558
C6 3.309 -1.694 -3.901
C7 0.673 0.913 -4.423
C8 -0.028 1.851 -3.643
C9 0.346 1.968 -2.248
C10 -0.354 2.887 -1.388
C11 -1.377 3.652 -1.926
C12 -1.736 3.552 -3.303
C13 -1.083 2.676 -4.146
H1 4.266 -2.194 -2.007
H2 2.181 -1.051 -5.625
H3 3.862 -2.464 -4.449
H4 0.434 0.804 -5.487
H5 -1.927 4.348 -1.281
H6 -2.548 4.178 -3.687
H7 -1.369 2.590 -5.200
N1 1.316 1.222 -1.694
Re1 -0.652 -0.821 0.397
C14 3.027 -0.429 -0.274
H8 2.954 0.632 0.017
H9 3.986 -0.850 0.074
C15 0.022 2.903 0.062
H10 1.114 2.791 0.167
H11 -0.305 3.836 0.553
P1 1.659 -1.327 0.667
P2 -0.734 1.463 1.031
C16 -2.468 2.104 1.199
H12 -3.029 1.446 1.883
H13 -2.495 3.142 1.578
H14 -2.955 2.059 0.210
C17 -0.054 1.899 2.711
H15 -0.289 2.941 2.994
H16 -0.480 1.216 3.466
H17 1.041 1.767 2.703
C18 2.079 -3.080 0.254
H18 3.151 -3.298 0.410
H19 1.463 -3.741 0.886
H20 1.806 -3.264 -0.797
C19 2.347 -1.203 2.392
H21 1.694 -1.764 3.082
H22 3.371 -1.611 2.452
H23 2.358 -0.147 2.707
C20 -2.439 -0.897 -0.130
O1 -3.529 -0.989 -0.544
H24 -0.374 -0.515 -1.102
C21 -2.489 -3.137 2.125
Si1 -1.875 -1.416 2.577
C22 -3.619 -0.813 2.955
C23 -0.869 -1.677 4.132
H25 -3.177 -3.103 1.258
H26 -3.020 -3.590 2.988
H27 -1.617 -3.773 1.870
H28 -4.088 -1.500 3.690
H29 -3.588 0.173 3.453
H30 -4.250 -0.782 2.044
H31 -1.548 -2.039 4.931
H32 -0.122 -2.472 3.958
H33 -0.380 -0.748 4.476